DFT (ωB97M-V/def2-TZVPD) results for a 8-piece molecular cluster, C45H104BF2N10O13S overall at a distorted geometry.

Properties
Charge: +1
Orbital gap in eV: 6.217
E_HOMO in eV: -10.166
DFT total energy in eV: -106799.4129

Element x y z (Å)
H -3.784 -10.271 4.954
H -7.560 7.410 -1.280
H -10.948 8.229 -0.091
C 0.821 -1.165 -2.970
C -8.621 7.655 -1.393
H 6.439 -5.682 -0.187
H -2.619 -8.841 2.615
C -2.220 -8.394 3.530
C -10.875 7.152 -0.268
C 7.020 -5.999 -2.784
H 5.227 -1.838 3.860
H -9.963 8.358 -4.290
H 0.734 2.166 -2.784
H 6.799 -2.364 3.043
C -0.933 -0.220 0.146
C 6.764 -8.436 -2.015
C 9.271 -6.738 -3.107
N -0.442 -0.203 -1.083
H 0.896 10.758 -3.848
C 3.547 0.445 0.939
H -8.729 8.707 -1.102
H -1.244 -7.959 3.306
O -3.056 -7.365 4.032
H -10.241 9.094 -2.701
C 8.709 -1.598 -0.309
H 7.780 -8.679 -1.699
H 1.595 -1.963 -3.291
C -10.077 8.148 -3.225
H 3.300 0.550 2.068
H 8.880 -7.185 -4.026
S 3.967 -3.622 -1.347
H 4.235 -2.091 1.606
C -4.561 -2.677 5.616
H -9.671 5.340 -1.910
C 5.983 -1.547 3.044
C 5.244 -1.558 1.597
C 1.142 0.206 -3.752
C -0.449 0.574 1.436
C 0.976 -2.940 0.623
H 10.328 -2.171 1.612
H 9.381 -1.417 2.882
H 9.212 1.141 2.840
H -1.541 9.329 -5.144
C -4.789 -10.000 4.626
H 3.115 1.536 -1.489
H 1.111 -3.189 -1.566
H -5.364 -0.313 3.364
N -6.633 3.358 -0.489
H 1.470 6.665 -4.022
H -5.564 1.768 1.542
H 6.465 -0.550 3.314
H 6.667 -8.687 -3.076
H -5.040 -7.213 6.414
O 8.512 -1.309 1.066
C 10.515 0.014 1.750
H 6.523 -5.029 -2.666
H -6.003 5.877 0.499
H 7.787 -2.035 -0.700
H 6.829 -6.320 -3.816
H -2.214 2.237 -0.532
H 6.094 -9.096 -1.457
H 5.410 -0.068 -0.175
H -4.575 5.311 1.370
C -4.962 2.617 1.202
H 3.612 3.808 -2.152
C -9.423 6.724 -0.459
O 0.817 -2.348 1.700
H 11.814 -0.771 0.195
H -2.070 -9.160 4.293
H -6.075 -1.159 5.977
N -9.392 5.333 -0.929
H -3.226 3.636 -0.877
H 0.230 0.555 -4.368
O 0.655 9.232 -2.477
C -5.207 -1.263 2.843
H 3.618 1.536 0.577
H -2.583 3.375 0.779
H 7.790 -6.526 -0.363
H -8.422 5.018 -0.956
H -11.503 6.903 -1.126
H 9.451 -7.508 -2.355
C -4.450 -7.582 3.828
C -3.754 -1.758 4.677
C -0.585 8.871 -5.415
H 8.894 -0.676 -0.863
H -0.709 8.399 -6.393
C 2.183 -0.254 -0.987
N 3.359 -0.796 -1.788
H -0.233 7.437 -2.268
H -0.633 10.824 -2.909
H -3.575 -4.393 5.127
F 1.452 2.026 -0.641
H -10.943 7.493 -3.111
H -0.806 6.960 -4.514
B -0.610 -1.681 -3.591
O -8.904 7.486 -2.779
C -5.253 5.082 0.542
N 9.654 1.191 1.924
N 1.225 7.429 -4.650
H 10.232 -6.270 -3.332
C 0.778 -1.009 -1.330
H -1.585 -3.352 -3.723
H 8.873 1.094 1.274
H 2.948 -0.503 -4.332
H -5.093 -1.058 1.776
N -4.542 -4.071 5.154
H -6.078 -1.910 2.961
H -6.448 -2.738 6.674
H 0.919 11.230 -2.153
H 9.524 -2.310 -0.469
H -3.148 -0.382 0.649
H -1.148 1.469 1.648
H 0.630 0.929 1.430
H -6.674 3.857 1.538
C -5.106 -8.526 4.857
H 1.829 8.193 -4.347
H -1.694 0.008 -3.349
H 0.151 9.667 -5.540
H -5.926 3.066 -1.166
H -0.564 -0.130 2.346
H -2.076 -1.736 1.308
C 11.298 0.159 0.449
H -2.694 -2.009 4.791
H -4.885 -10.262 3.568
H 3.747 1.709 -3.751
H -4.644 -7.911 2.799
C -2.985 2.891 -0.117
H 5.945 -2.153 0.898
H -11.309 6.644 0.598
H 11.247 0.003 2.566
H -4.821 -4.068 4.172
O 2.552 -0.391 0.372
H -5.485 -10.630 5.187
H 12.056 0.942 0.547
C 9.707 -1.297 1.843
H -4.082 -2.638 6.601
H -4.918 -6.598 3.931
C 5.073 -0.108 0.931
O 8.406 -5.741 -2.587
H -4.685 5.133 -0.389
O 2.148 -0.132 -4.764
F 1.571 -4.254 0.741
H -8.944 6.762 0.527
C 0.432 10.575 -2.877
H -4.361 2.934 2.063
N 6.775 -6.623 -0.386
O 2.499 4.776 -3.664
C -0.335 8.311 -2.920
O -4.126 2.100 0.168
H -6.641 -2.486 4.949
H -3.853 -0.703 4.963
O -1.803 -0.900 -3.702
H 5.312 -6.895 -1.852
H -3.715 -8.102 6.261
H -2.482 -1.718 -0.559
O -4.039 -1.931 3.291
H 5.684 0.691 1.503
N 2.124 1.189 -1.483
C 2.958 3.747 -3.109
H 10.664 0.440 -0.395
H -6.191 -8.411 4.757
C -0.160 7.836 -4.378
C -5.929 3.729 0.745
C -6.010 -2.238 5.806
C 1.618 1.422 -2.856
C 0.562 -2.487 -0.825
C 6.402 -6.976 -1.762
C 2.741 2.249 -3.708
H -1.342 8.711 -2.745
H -0.547 -2.808 -0.928
O -0.682 -3.070 -4.026
N -4.733 -8.167 6.231
H -7.167 2.507 -0.318
H 2.342 2.430 -4.777
C 3.722 -1.973 -1.418
C -2.290 -1.089 0.373